Record 1
C56H65N8NaP4 | ωB97M-V/def2-TZVPD

**Kohn-Sham gap**: 0.2480 hartree
**HOMO**: -11.084 eV
**E**: -112602.41940 eV
**LUMO energy**: -4.34 eV
**Charge**: +2

Each line ends with the Mulliken charge.
Atoms and positions in Å:
Na  0.167  -0.043  0.023  0.7590
C  -2.711  0.591  -0.975  -1.3333
C  -1.780  1.647  -0.392  1.2669
P  -2.427  3.444  -0.543  -0.4426
C  -3.783  3.201  -1.770  0.4316
C  -3.619  3.009  -3.141  -0.1581
C  -4.692  2.619  -3.927  -0.8547
C  -5.945  2.422  -3.360  -0.5362
C  -6.132  2.672  -2.009  -0.6430
C  -5.058  3.063  -1.222  -0.4027
C  -1.113  4.244  -1.546  0.6477
C  -0.828  5.575  -1.250  -0.6379
C  0.114  6.279  -1.985  -0.6941
C  0.789  5.657  -3.022  -0.7457
C  0.527  4.327  -3.315  -1.2571
C  -0.410  3.621  -2.578  0.3489
P  -2.359  -1.172  -0.434  2.1033
C  -1.916  -2.062  -1.970  -1.7038
C  -0.510  -1.807  -2.433  1.8411
C  0.001  -2.638  -3.649  -0.0475
C  -0.929  -3.689  -4.156  -1.3280
C  -2.154  -3.841  -3.651  -0.8819
C  -2.644  -3.037  -2.533  -0.1939
C  -4.114  -1.609  -0.161  0.3919
C  -4.528  -2.059  1.087  -0.5269
C  -5.877  -2.280  1.344  -0.6741
C  -6.815  -2.056  0.352  -0.7071
C  -6.409  -1.614  -0.902  -0.8137
C  -5.070  -1.377  -1.157  -0.4414
H  -3.721  0.789  -0.623  1.0695
H  -2.739  0.644  -2.060  0.1158
H  -0.782  1.599  -0.838  -0.4478
H  -1.693  1.468  0.686  -0.4800
H  -2.658  3.177  -3.607  0.5528
H  -4.550  2.463  -4.990  0.4386
H  -6.776  2.096  -3.972  0.4355
H  -7.114  2.560  -1.567  0.4614
H  -5.208  3.264  -0.167  0.4381
H  -1.363  6.063  -0.442  0.4146
H  0.316  7.316  -1.748  0.4840
H  1.520  6.205  -3.603  0.4479
H  1.039  3.834  -4.133  0.4638
H  -0.586  2.581  -2.817  0.4210
H  0.162  -1.842  -1.565  -1.1010
H  1.004  -3.049  -3.504  0.5599
H  -0.574  -4.315  -4.966  0.5170
H  -2.819  -4.592  -4.058  0.4284
H  -3.636  -3.260  -2.167  0.5279
H  -3.790  -2.235  1.861  0.3386
H  -6.188  -2.630  2.320  0.4559
H  -7.867  -2.209  0.554  0.4162
H  -7.135  -1.451  -1.689  0.4519
H  -4.764  -1.013  -2.130  0.5353
N  1.793  0.797  1.978  -0.4643
C  2.520  1.441  1.156  -0.2227
C  2.423  2.900  0.805  1.0931
C  1.695  3.804  1.580  0.4341
C  1.789  5.171  1.394  -1.0943
C  2.626  5.684  0.416  -0.5969
C  3.328  4.808  -0.395  -1.1323
C  3.224  3.440  -0.212  -0.2684
C  3.766  0.809  0.582  0.1638
C  4.991  1.028  1.207  -0.5215
C  6.163  0.541  0.649  -0.9703
C  6.127  -0.153  -0.553  -0.9085
C  4.912  -0.373  -1.184  -0.7723
C  3.735  0.099  -0.615  1.3100
H  1.081  3.443  2.385  0.1971
H  1.225  5.840  2.032  0.4617
H  2.734  6.753  0.293  0.4595
H  3.985  5.193  -1.165  0.4496
H  3.795  2.789  -0.857  0.4370
H  5.020  1.602  2.126  0.5342
H  7.110  0.728  1.138  0.4815
H  7.045  -0.506  -1.004  0.4256
H  4.887  -0.890  -2.137  0.5450
H  2.785  -0.047  -1.124  -0.6613
C  1.844  -5.595  0.841  -0.7779
N  2.721  -4.833  -0.159  0.3097
C  4.027  -4.458  0.556  -0.8700
N  3.758  -3.733  1.741  0.2483
C  2.917  -4.505  2.646  -0.9729
N  1.643  -4.830  2.016  0.2428
C  0.799  -3.654  1.824  -1.4359
P  1.553  -2.358  0.709  2.4191
C  2.014  -3.611  -0.645  -1.7737
C  3.251  -2.386  1.499  -0.8228
H  2.363  -6.525  1.074  0.3818
H  0.896  -5.814  0.349  0.3786
H  2.934  -5.446  -0.947  0.4017
H  4.625  -3.866  -0.137  0.3983
H  4.541  -5.392  0.784  0.3862
H  2.739  -3.928  3.552  0.4179
H  3.431  -5.429  2.917  0.3003
H  0.624  -3.191  2.793  0.3058
H  -0.171  -3.956  1.422  0.2843
H  2.650  -3.104  -1.375  0.4332
H  1.095  -3.921  -1.148  0.6477
H  3.197  -1.836  2.439  0.3090
H  3.944  -1.848  0.855  0.1446
C  0.434  1.114  5.684  -0.7718
N  -0.806  1.404  4.842  0.3728
C  -1.876  0.377  5.216  -0.7401
N  -1.387  -0.930  5.018  0.2676
C  -0.218  -1.155  5.847  -1.1031
N  0.862  -0.226  5.518  0.2520
C  1.510  -0.489  4.238  -1.5760
P  0.457  -0.167  2.719  2.8305
C  -0.489  1.354  3.383  -1.4706
C  -1.085  -1.211  3.596  -1.8053
H  0.155  1.297  6.723  0.4010
H  1.215  1.811  5.379  0.3756
H  -1.143  2.339  5.074  0.3677
H  -2.746  0.569  4.587  0.3573
H  -2.131  0.549  6.264  0.3570
H  0.133  -2.177  5.711  0.3793
H  -0.487  -1.020  6.898  0.3019
H  1.823  -1.537  4.249  0.0822
H  2.409  0.126  4.156  0.4686
H  -1.430  1.444  2.836  0.5598
H  0.114  2.221  3.159  -0.2729
H  -0.948  -2.295  3.531  0.6475
H  -1.990  -0.994  3.013  0.2812
C  1.388  -0.975  -5.101  -1.0818
C  2.228  -0.148  -4.479  -1.2491
C  1.875  0.432  -3.180  0.0016
N  0.765  0.283  -2.574  0.0347
C  -0.275  -0.503  -3.214  0.5352
C  0.072  -1.317  -4.488  -0.2230
H  1.630  -1.421  -6.059  0.4251
H  3.186  0.112  -4.908  0.5654
H  2.621  1.048  -2.678  0.7165
H  -1.161  0.126  -3.317  -0.3485
H  -0.714  -1.276  -5.243  0.6147


Record 2
C56H70N3 | ωB97M-V/def2-TZVPD

**Kohn-Sham gap**: 0.1770 hartree
**HOMO**: -9.677 eV
**E**: -63668.86593 eV
**LUMO energy**: -4.86 eV
**Charge**: +1

Each line ends with the Mulliken charge.
Atoms and positions in Å:
C  0.869  1.311  -2.626  -0.0921
C  1.335  0.317  -3.662  2.3522
C  0.753  0.745  -5.019  -2.0739
C  2.861  0.358  -3.796  -1.5819
C  0.786  -1.045  -3.159  -0.3548
C  -0.404  -1.533  -3.714  -0.0376
C  -0.801  -2.848  -3.493  -1.4744
C  0.032  -3.693  -2.768  -0.0674
C  1.181  -3.216  -2.128  0.0182
C  2.219  -4.264  -1.619  2.2937
C  2.423  -4.191  -0.115  -1.6270
C  3.550  -4.120  -2.366  -1.7698
C  1.758  -5.697  -1.892  -2.4028
C  1.365  -1.799  -2.090  -0.8960
N  1.972  -1.142  -0.942  1.5436
C  3.418  -1.063  -0.737  -1.4618
C  3.583  -0.501  0.643  0.3929
N  2.226  -0.140  1.073  1.4034
C  2.109  0.538  2.359  -2.4221
C  2.425  1.920  2.455  1.0268
C  2.855  2.874  1.305  2.0172
C  2.262  4.272  1.527  -1.8079
C  2.387  2.464  -0.079  -0.8041
C  4.381  3.016  1.331  -1.8170
C  2.427  2.521  3.719  -0.4791
C  1.853  1.892  4.810  -1.6342
C  1.586  0.537  4.722  -0.2934
C  1.881  -0.187  3.568  0.9469
C  2.112  -1.716  3.802  2.4381
C  1.297  -2.253  4.986  -2.0068
C  3.599  -1.916  4.131  -1.8680
C  1.694  -2.577  2.633  -1.5355
C  1.297  -0.534  0.121  -0.0800
C  -0.117  -0.448  0.192  -1.8064
C  -0.692  -0.030  1.472  0.5919
C  -0.693  1.329  1.855  0.9234
C  -1.252  1.727  3.067  -0.8499
C  -1.782  0.768  3.939  -1.0115
C  -1.724  -0.589  3.608  -1.4082
C  -1.279  -0.980  2.345  0.2358
H  1.244  1.010  -1.652  -1.0592
H  1.159  2.347  -2.849  1.2202
H  -0.216  1.247  -2.539  -1.1162
H  0.994  0.017  -5.805  0.4004
H  -0.334  0.898  -4.995  0.2896
H  1.200  1.708  -5.307  0.4862
H  3.241  -0.572  -4.239  0.3264
H  3.151  1.196  -4.445  0.4960
H  3.349  0.531  -2.834  0.1170
H  -1.027  -0.902  -4.351  0.3508
H  -1.728  -3.218  -3.928  0.4310
H  -0.230  -4.750  -2.727  0.6098
H  1.470  -4.311  0.414  0.3549
H  3.102  -4.995  0.206  0.5914
H  2.875  -3.251  0.193  0.3667
H  3.423  -4.487  -3.392  0.4747
H  3.916  -3.092  -2.424  0.2227
H  4.309  -4.739  -1.870  0.3713
H  1.563  -5.850  -2.958  0.5303
H  2.552  -6.397  -1.598  0.4298
H  0.864  -5.943  -1.310  0.4420
H  3.897  -2.043  -0.838  0.6917
H  3.910  -0.407  -1.468  0.5311
H  4.008  -1.238  1.342  0.2788
H  4.242  0.375  0.657  -0.2259
H  2.738  4.790  2.363  0.5162
H  2.427  4.886  0.634  0.4640
H  1.182  4.219  1.706  0.2872
H  2.934  1.596  -0.461  0.0322
H  1.306  2.268  -0.091  -0.6476
H  2.583  3.284  -0.790  0.6713
H  4.889  2.057  1.176  0.2691
H  4.704  3.707  0.541  0.4466
H  4.700  3.413  2.302  0.3809
H  2.826  3.531  3.854  0.3070
H  1.643  2.442  5.726  0.4226
H  1.186  0.038  5.603  0.3021
H  0.235  -1.994  4.882  0.3188
H  1.373  -3.348  4.998  0.4187
H  1.681  -1.895  5.947  0.5251
H  4.253  -1.533  3.336  0.2612
H  3.847  -1.377  5.055  0.4394
H  3.824  -2.980  4.285  0.4254
H  2.228  -2.314  1.727  -0.2629
H  1.898  -3.633  2.867  0.9381
H  0.623  -2.470  2.435  0.0120
H  -0.583  -1.259  -0.362  1.4383
H  -0.272  2.067  1.163  -0.1338
H  -1.232  2.785  3.356  0.3763
H  -2.234  1.066  4.890  0.3767
H  -2.058  -1.350  4.317  0.4919
H  -1.382  -2.017  2.005  0.5119
C  -4.705  0.017  -3.382  -1.4415
C  -4.797  -0.270  -1.947  0.3778
N  -6.007  -0.520  -1.377  0.0770
C  -7.288  -0.445  -2.067  -0.9644
C  -5.885  -0.584  0.011  -0.2586
C  -4.544  -0.282  0.329  1.0234
C  -4.237  0.047  1.638  1.0919
C  -5.176  -0.228  2.642  -1.0072
C  -6.489  -0.613  2.311  -0.9349
C  -6.881  -0.726  0.967  -1.1532
C  -3.807  -0.132  -0.913  -0.1245
C  -2.454  0.335  -1.008  0.4379
C  -2.329  1.785  -1.174  1.4244
C  -2.564  2.714  -0.135  0.0854
C  -2.295  4.065  -0.312  -0.7451
C  -1.878  4.546  -1.563  0.9460
C  -1.487  5.976  -1.763  -1.5901
C  -1.854  3.671  -2.655  -0.6445
C  -2.142  2.330  -2.471  0.1676
H  -3.661  -0.074  -3.703  -0.0159
H  -5.314  -0.708  -3.942  0.5841
H  -5.039  1.047  -3.612  0.3053
H  -8.062  -0.733  -1.353  0.3268
H  -7.497  0.577  -2.424  0.3345
H  -7.319  -1.114  -2.935  0.3135
H  -3.249  0.470  1.827  0.0211
H  -4.899  -0.131  3.690  0.4530
H  -7.212  -0.813  3.103  0.3910
H  -7.901  -0.954  0.670  0.2778
H  -1.754  -0.306  -1.548  -0.6570
H  -2.962  2.339  0.810  0.5070
H  -2.411  4.763  0.524  0.4527
H  -1.031  6.089  -2.753  0.3729
H  -2.335  6.672  -1.702  0.3125
H  -0.751  6.272  -1.006  0.3437
H  -1.587  4.039  -3.652  0.3293
H  -2.202  1.654  -3.331  -0.1401


Record 3
C56H75BrN2OPS | ωB97M-V/def2-TZVPD

**Kohn-Sham gap**: 0.2662 hartree
**HOMO**: -10.206 eV
**E**: -154477.41360 eV
**LUMO energy**: -2.96 eV
**Charge**: +1

Each line ends with the Mulliken charge.
Atoms and positions in Å:
C  -5.207  10.885  -5.283  -1.2624
C  -3.708  10.623  -5.519  -0.3631
C  -3.558  9.559  -6.631  -0.6288
C  -2.067  9.430  -7.084  -0.7941
C  -1.560  7.943  -7.102  -0.7606
C  -0.131  7.835  -6.485  -0.8554
C  -0.104  6.808  -5.308  -0.7378
C  0.420  7.430  -3.976  -0.7148
C  1.083  6.289  -3.156  -0.6229
C  1.052  6.515  -1.624  -0.9527
C  1.025  5.124  -0.904  -0.4912
C  -0.304  4.855  -0.160  -0.8232
C  -1.430  4.579  -1.198  -0.7340
C  -1.462  3.100  -1.635  0.7755
C  -2.232  2.198  -0.702  0.2479
N  -3.085  2.702  0.177  0.2220
C  -3.657  1.606  0.852  -0.7382
P  -4.954  1.889  2.136  0.0854
O  -6.058  2.817  1.321  -0.4098
Br  -4.134  3.323  3.663  -0.1388
C  -3.102  0.495  0.371  -0.1011
N  -2.197  0.883  -0.621  0.1332
C  -1.388  -0.038  -1.448  -0.8316
C  0.076  -0.093  -0.942  -0.3963
C  1.143  0.731  -1.725  -0.8926
S  0.976  0.830  -3.525  -0.1699
H  -5.692  9.937  -5.005  0.2992
H  -5.370  11.589  -4.457  0.3611
H  -5.697  11.246  -6.195  0.3359
H  -3.203  11.549  -5.832  0.3341
H  -3.199  10.301  -4.599  0.2418
H  -3.945  8.609  -6.233  0.3327
H  -4.197  9.830  -7.481  0.3479
H  -1.981  9.795  -8.114  0.2491
H  -1.483  10.053  -6.399  0.4513
H  -2.314  7.366  -6.552  0.3468
H  -1.558  7.570  -8.133  0.4811
H  0.234  8.800  -6.118  0.4659
H  0.556  7.526  -7.283  0.4250
H  0.575  5.988  -5.592  0.3757
H  -1.080  6.338  -5.135  0.3299
H  -0.452  7.834  -3.441  0.1906
H  1.124  8.243  -4.179  0.5070
H  0.560  5.365  -3.443  0.3742
H  2.120  6.162  -3.497  0.4393
H  1.942  7.041  -1.267  0.3669
H  0.154  7.087  -1.351  0.3862
H  1.829  5.060  -0.160  0.4653
H  1.178  4.331  -1.653  0.1716
H  -0.162  3.950  0.455  0.4222
H  -0.591  5.686  0.496  0.3462
H  -2.407  4.977  -0.889  0.5619
H  -1.170  5.142  -2.105  -0.0594
H  -1.959  3.050  -2.617  0.4308
H  -0.422  2.781  -1.739  -0.8821
H  -3.345  3.649  0.397  0.3271
H  -5.623  3.656  1.100  0.3015
H  -3.343  -0.510  0.693  0.7629
H  -1.524  0.137  -2.517  0.5041
H  -1.824  -1.025  -1.250  0.2094
H  0.394  -1.152  -0.927  0.2292
H  0.071  0.307  0.081  0.4269
H  2.108  0.240  -1.549  0.5036
H  1.253  1.711  -1.238  0.4053
H  -0.280  1.263  -3.780  0.0839
C  -0.096  -5.223  -0.617  -0.5451
C  0.910  -6.107  -0.982  -0.4621
C  1.819  -5.756  -1.971  -0.5308
C  1.728  -4.517  -2.591  -0.5962
C  0.726  -3.630  -2.225  -0.1383
C  -0.189  -3.987  -1.241  -0.0953
H  -0.808  -5.498  0.152  0.4575
H  0.985  -7.071  -0.495  0.3925
H  2.598  -6.449  -2.260  0.3983
H  2.440  -4.243  -3.360  0.5065
H  0.658  -2.662  -2.709  0.4555
H  -0.978  -3.297  -0.957  0.2268
C  -0.261  -2.879  3.224  -0.8474
C  -1.371  -2.202  2.738  -0.3231
C  -1.976  -1.215  3.505  -0.2897
C  -1.466  -0.897  4.757  -0.6715
C  -0.355  -1.572  5.242  -0.3400
C  0.245  -2.566  4.478  -0.3481
H  0.208  -3.651  2.628  0.5184
H  -1.766  -2.447  1.757  0.4820
H  -2.847  -0.691  3.129  0.4418
H  -1.935  -0.125  5.354  0.3955
H  0.045  -1.325  6.218  0.4554
H  1.109  -3.095  4.861  0.5502
C  5.326  -2.953  5.304  -0.4782
C  4.218  -2.275  4.814  -0.3696
C  3.614  -1.288  5.581  -0.2344
C  4.122  -0.972  6.834  -0.4406
C  5.232  -1.648  7.322  -0.4329
C  5.832  -2.641  6.559  -0.3903
H  5.796  -3.725  4.708  0.3759
H  3.825  -2.517  3.834  0.3986
H  2.745  -0.763  5.201  0.4363
H  3.653  -0.199  7.430  0.3763
H  5.630  -1.401  8.298  0.3827
H  6.694  -3.171  6.942  0.3841
C  -1.500  -6.500  8.487  -0.5148
C  -1.886  -5.738  7.392  -0.5808
C  -1.023  -4.781  6.873  0.1603
C  0.228  -4.592  7.446  -0.2053
C  0.614  -5.358  8.538  -0.6458
C  -0.251  -6.309  9.061  -0.3973
H  -2.174  -7.245  8.893  0.4169
H  -2.859  -5.890  6.942  0.3845
H  -1.327  -4.183  6.023  0.2717
H  0.905  -3.849  7.041  0.3019
H  1.591  -5.212  8.983  0.4055
H  0.049  -6.902  9.915  0.3827
C  1.886  -10.856  6.412  -0.4478
C  2.796  -9.830  6.198  -0.3541
C  2.375  -8.507  6.245  -0.5744
C  1.047  -8.210  6.516  0.0716
C  0.138  -9.237  6.733  -0.4060
C  0.556  -10.559  6.678  -0.4175
H  2.213  -11.887  6.372  0.3583
H  3.834  -10.061  5.993  0.3685
H  3.085  -7.707  6.071  0.4158
H  0.720  -7.179  6.557  0.2934
H  -0.898  -9.004  6.947  0.3500
H  -0.155  -11.360  6.842  0.3669
C  2.653  -3.372  -8.238  -0.4043
C  1.857  -3.266  -7.106  -0.3920
C  1.468  -4.409  -6.420  -0.2961
C  1.883  -5.658  -6.862  -0.4788
C  2.682  -5.764  -7.992  -0.3695
C  3.064  -4.621  -8.682  -0.3822
H  2.954  -2.481  -8.774  0.3640
H  1.539  -2.290  -6.757  0.4008
H  0.841  -4.327  -5.540  0.4618
H  1.583  -6.549  -6.324  0.3726
H  3.007  -6.738  -8.336  0.3639
H  3.682  -4.705  -9.567  0.3587